{"formula": "C36H81Cl2N18O8PS3", "method": "ωB97M-V/def2-TZVPD", "homo_energy_ev": -8.54, "lumo_ev": -0.283, "gap_ev": 8.3, "symbols": ["C", "C", "C", "C", "C", "C", "C", "C", "N", "C", "C", "C", "C", "C", "C", "C", "C", "C", "S", "S", "C", "C", "C", "P", "S", "C", "Cl", "C", "C", "Cl", "C", "C", "C", "C", "N", "C", "H", "H", "H", "H", "H", "H", "H", "H", "H", "H", "H", "H", "H", "H", "H", "H", "H", "H", "H", "H", "H", "H", "H", "H", "H", "H", "H", "H", "H", "H", "H", "H", "H", "H", "H", "H", "H", "H", "H", "H", "H", "H", "H", "H", "H", "H", "H", "H", "H", "C", "O", "N", "N", "H", "H", "H", "H", "C", "O", "N", "N", "H", "H", "H", "H", "C", "O", "N", "N", "H", "H", "H", "H", "C", "O", "N", "N", "H", "H", "H", "H", "C", "O", "N", "N", "H", "H", "H", "H", "C", "O", "N", "N", "H", "H", "H", "H", "C", "O", "N", "N", "H", "H", "H", "H", "C", "O", "N", "N", "H", "H", "H", "H"], "xyz": [[1.57133, -3.29211, 1.29286], [2.86065, -3.59151, 2.07874], [4.13337, -3.89289, 1.24232], [4.15002, -3.38193, -0.19243], [4.01808, -1.86292, -0.38325], [4.80014, -0.98448, 0.58537], [4.29278, 0.47408, 0.52348], [3.15666, 0.62676, 1.52564], [2.54483, 1.96155, 1.65241], [3.16564, 2.85297, 2.64356], [2.06612, 3.66876, 3.32393], [1.24346, 2.75694, 4.25724], [-0.20837, 3.19371, 4.40894], [-1.10070, 2.22506, 5.20457], [-1.04520, 0.74933, 4.75940], [-0.75880, -0.24221, 5.89131], [-1.87907, -0.28944, 6.92441], [2.28577, 2.56485, 0.42598], [3.15396, 3.67304, -0.39283], [0.84523, 2.01869, -0.38238], [-0.21574, 1.23467, 0.87605], [-1.64202, 1.54512, 0.41836], [-2.66251, 1.08939, 1.47445], [-4.33057, 0.57923, 0.86344], [-4.39189, 2.27315, -0.65249], [-4.49755, -0.81642, 2.18393], [-5.79902, -0.57721, 3.31583], [-3.72953, -1.89632, 2.29083], [-2.59556, -2.23212, 1.37997], [-3.99195, -3.09653, 3.52197], [-4.67620, -0.52075, -0.53985], [-5.96661, -1.05017, -0.64429], [-6.20677, -1.87886, -1.73055], [-5.22062, -2.15198, -2.67017], [-3.98526, -1.65072, -2.56711], [-3.74985, -0.86916, -1.52012], [0.72401, -3.64821, 1.88032], [1.41125, -2.22063, 1.18867], [1.52857, -3.78815, 0.32898], [3.04642, -2.78034, 2.78181], [2.65619, -4.47660, 2.67936], [4.31136, -4.96655, 1.25606], [4.98520, -3.45106, 1.76104], [3.37959, -3.87502, -0.78295], [5.09520, -3.67080, -0.65363], [2.96348, -1.58505, -0.43752], [4.42780, -1.65218, -1.37399], [4.73464, -1.31968, 1.62145], [5.84791, -1.00969, 0.28503], [5.10591, 1.17565, 0.69174], [3.89733, 0.58958, -0.48541], [2.36489, -0.05979, 1.21073], [3.49020, 0.27188, 2.49706], [3.60184, 2.20808, 3.40710], [3.98298, 3.45430, 2.24563], [2.47109, 4.50412, 3.88977], [1.39029, 4.03802, 2.54750], [1.69037, 2.77552, 5.25147], [1.32597, 1.72745, 3.91323], [-0.66963, 3.41401, 3.44092], [-0.19492, 4.13775, 4.95958], [-2.12966, 2.56458, 5.06975], [-0.87816, 2.31422, 6.26322], [-0.33338, 0.57398, 3.95391], [-2.03729, 0.47382, 4.39271], [0.20517, -0.06840, 6.36593], [-0.69225, -1.23740, 5.43874], [-2.71948, -0.87738, 6.55560], [-1.54034, -0.74987, 7.85344], [-2.26273, 0.69897, 7.17754], [-0.00493, 0.16726, 0.87952], [0.02140, 1.70231, 1.82598], [-1.78192, 1.07955, -0.55075], [-1.69628, 2.62423, 0.33097], [-2.83867, 1.92471, 2.15450], [-2.21628, 0.31312, 2.08643], [-5.44732, 1.18622, 1.45167], [-3.95853, 3.32264, 0.06572], [-2.31226, -1.42218, 0.71934], [-2.90477, -3.06515, 0.74268], [-1.74750, -2.59969, 1.95355], [-6.73795, -0.82454, 0.07760], [-7.18268, -2.33135, -1.84441], [-5.44430, -2.80440, -3.50393], [-2.74284, -0.47745, -1.43371], [1.36185, 1.72394, 8.60831], [1.09642, 1.57560, 7.42592], [2.20876, 2.70058, 9.05337], [0.82895, 0.92457, 9.57871], [2.43765, 2.83924, 10.01875], [2.61471, 3.30446, 8.36409], [0.19949, 0.20181, 9.28233], [1.02975, 1.02682, 10.55475], [6.17599, -2.94416, -3.90631], [5.96240, -3.89163, -3.16832], [5.25101, -1.97336, -4.13023], [7.37427, -2.76882, -4.55683], [5.41598, -1.16359, -4.69888], [4.36928, -2.06623, -3.66308], [8.07840, -3.46863, -4.41704], [7.56133, -1.99807, -5.17081], [-3.86887, -4.18127, -5.82003], [-4.84531, -3.46367, -5.93904], [-3.63908, -5.24735, -6.65107], [-2.93015, -3.98753, -4.84609], [-2.84299, -5.84997, -6.57356], [-4.31010, -5.41401, -7.37652], [-3.06911, -3.20855, -4.22276], [-2.12824, -4.57511, -4.72427], [-0.35884, 1.87731, -5.21884], [-0.64474, 1.70313, -6.39577], [0.31844, 2.97180, -4.77642], [-0.71888, 0.97495, -4.25012], [0.55626, 3.12958, -3.81449], [0.59879, 3.65503, -5.45622], [-1.22286, 0.16092, -4.55234], [-0.51156, 1.08616, -3.27588], [2.38651, 6.42054, -3.73834], [2.04192, 5.39886, -4.30837], [2.44932, 7.62869, -4.38017], [2.73057, 6.44089, -2.41566], [2.72679, 8.48049, -3.93280], [2.19977, 7.64474, -5.35075], [2.68988, 5.56280, -1.92727], [3.00583, 7.26836, -1.92324], [-4.68755, 2.67180, -5.64052], [-5.79060, 2.85702, -5.15446], [-3.57029, 2.44318, -4.89192], [-4.46812, 2.67504, -6.99274], [-2.66223, 2.29274, -5.29148], [-3.67338, 2.42373, -3.89425], [-5.25930, 2.83595, -7.58530], [-3.56600, 2.51847, -7.40349], [7.17574, 0.46985, -2.62923], [6.58338, 0.51995, -3.69320], [6.94525, 1.35592, -1.61185], [8.11558, -0.48742, -2.35769], [7.42169, 1.32332, -0.73156], [6.24898, 2.06278, -1.76613], [8.29748, -1.17069, -3.07041], [8.60839, -0.54868, -1.48778], [-8.53366, -5.14354, -1.72959], [-8.57304, -4.23517, -0.91909], [-9.64761, -5.59249, -2.38312], [-7.36806, -5.78319, -2.05372], [-9.63571, -6.33468, -3.05546], [-10.51632, -5.14060, -2.16896], [-6.53362, -5.47437, -1.59162], [-7.30988, -6.52826, -2.72061]], "mulliken_charge": [-0.67, -0.47, -1.09, -0.87, -0.05, -0.63, -0.43, -0.47, 0.77, -1.46, -0.91, 0.43, -1.16, -0.89, 0.74, -0.68, -1.46, 0.22, -0.33, -0.22, 0.88, -0.52, -0.41, 0.07, -0.36, 0.37, -0.20, 0.28, -0.76, -0.21, 0.42, -0.74, -0.61, -0.46, -0.31, -0.06, 0.38, -0.15, 0.28, 0.22, 0.51, 0.50, 0.28, 0.46, 0.34, 0.29, -0.12, 0.57, 0.21, 0.30, 0.38, -0.77, 0.61, 0.54, 0.44, 0.60, 0.32, 0.44, -0.30, 0.20, 0.43, 0.48, 0.48, -0.24, -0.05, 0.29, 0.40, 0.38, 0.41, 0.29, -0.06, -0.71, -0.13, 0.69, 0.65, -0.19, 0.32, 0.14, -0.36, 0.40, 0.35, 0.51, 0.42, 0.42, 0.23, 0.55, -0.45, -0.43, -0.39, 0.15, 0.22, 0.20, 0.17, 0.59, -0.65, -0.30, -0.48, 0.22, 0.20, 0.22, 0.23, 0.60, -0.63, -0.40, -0.32, 0.15, 0.23, 0.26, 0.16, 0.55, -0.68, -0.20, -0.15, 0.09, 0.13, 0.14, 0.12, 0.60, -0.63, -0.41, -0.24, 0.15, 0.24, 0.13, 0.15, 0.54, -0.68, -0.16, -0.34, 0.17, 0.10, 0.20, 0.17, 0.64, -0.66, -0.36, -0.32, 0.18, 0.17, 0.22, 0.16, 0.69, -0.63, -0.41, -0.37, 0.15, 0.22, 0.22, 0.17]}